(1)
The following is a DFT calculation (ωB97M-V with the def2-TZVPD basis set) of a 11-piece molecular cluster, C33H99O44P11 overall at a distorted geometry.

The geometry in ORCA input format:
```
! wB97M-V def2-TZVPD RIJCOSX def2/J DEFGRID3
* xyz 0 1
C -4.924 -0.911 -2.000
O -5.844 -1.928 -1.625
P -6.657 -2.774 -2.767
O -5.849 -3.384 -3.874
O -7.550 -3.829 -1.889
C -6.948 -4.911 -1.211
O -7.762 -1.715 -3.367
C -8.460 -2.021 -4.485
H -3.897 -0.977 -1.640
H -5.342 0.051 -1.705
H -4.843 -0.958 -3.086
H -6.053 -5.197 -1.764
H -7.617 -5.771 -1.240
H -6.582 -4.775 -0.194
H -8.587 -1.108 -5.067
H -9.434 -2.464 -4.276
H -7.886 -2.771 -5.029
C 1.162 -2.669 1.471
O 1.634 -2.161 2.684
P 2.599 -3.030 3.672
O 2.154 -4.395 3.883
O 2.640 -2.168 5.056
C 2.531 -2.832 6.329
O 4.034 -2.812 3.047
C 4.584 -1.480 2.965
H 0.119 -2.354 1.435
H 1.096 -3.734 1.249
H 1.635 -2.156 0.633
H 2.545 -3.914 6.200
H 1.552 -2.624 6.761
H 3.392 -2.516 6.919
H 4.070 -0.664 3.473
H 4.668 -1.154 1.928
H 5.560 -1.425 3.447
C 6.412 5.650 -4.300
O 5.238 6.038 -3.618
P 3.882 5.382 -4.207
O 3.664 5.370 -5.680
O 2.805 6.306 -3.359
C 1.423 6.070 -3.569
O 3.863 3.873 -3.557
C 4.285 3.691 -2.165
H 7.097 6.492 -4.402
H 6.245 5.354 -5.335
H 6.863 4.814 -3.766
H 0.881 6.990 -3.790
H 0.936 5.749 -2.648
H 1.352 5.186 -4.201
H 5.313 3.334 -2.093
H 3.577 2.971 -1.756
H 4.153 4.603 -1.583
C -3.413 1.082 1.997
O -3.721 1.109 3.388
P -4.639 2.337 3.948
O -4.114 3.724 3.770
O -6.125 2.100 3.273
C -6.699 0.877 3.086
O -4.911 1.895 5.518
C -5.562 2.792 6.402
H -2.379 0.745 1.931
H -3.564 2.034 1.489
H -4.026 0.298 1.550
H -6.927 0.627 2.050
H -7.656 0.807 3.603
H -6.135 0.033 3.484
H -6.270 2.235 7.015
H -6.144 3.547 5.872
H -4.836 3.294 7.040
C -3.342 -8.235 3.138
O -3.146 -7.004 2.426
P -3.899 -6.806 1.004
O -5.327 -6.561 0.955
O -3.012 -5.681 0.225
C -3.135 -4.355 0.651
O -3.487 -8.142 0.185
C -3.140 -8.177 -1.193
H -3.986 -8.071 4.001
H -2.387 -8.637 3.476
H -3.797 -8.986 2.492
H -3.562 -3.633 -0.045
H -2.141 -4.021 0.950
H -3.623 -4.245 1.619
H -2.055 -8.124 -1.103
H -3.328 -7.273 -1.772
H -3.469 -9.134 -1.599
C 2.164 -1.069 -3.073
O 3.020 0.001 -3.398
P 4.606 -0.296 -3.556
O 4.893 -1.339 -4.607
O 5.316 1.113 -3.796
C 5.490 1.551 -5.154
O 4.967 -0.742 -2.049
C 5.718 0.084 -1.234
H 1.272 -1.102 -3.699
H 1.871 -0.997 -2.026
H 2.606 -2.062 -3.164
H 4.896 0.945 -5.838
H 6.548 1.592 -5.411
H 5.108 2.561 -5.305
H 6.360 -0.392 -0.493
H 5.045 0.620 -0.565
H 6.337 0.821 -1.746
C 0.759 -6.575 -2.199
O -0.347 -5.728 -2.364
P -0.124 -4.079 -2.347
O 0.973 -3.607 -1.484
O 0.124 -3.812 -3.916
C 1.256 -4.457 -4.559
O -1.606 -3.507 -2.045
C -2.724 -3.806 -2.982
H 0.408 -7.166 -1.353
H 1.717 -6.150 -1.899
H 0.872 -7.325 -2.981
H 1.941 -5.012 -3.918
H 1.936 -3.722 -4.990
H 0.992 -5.136 -5.369
H -2.330 -4.291 -3.875
H -3.260 -2.897 -3.256
H -3.406 -4.493 -2.482
C 0.706 2.252 -2.406
O 1.114 2.361 -1.041
P 0.160 1.715 0.112
O -1.182 2.282 0.400
O 0.195 0.109 -0.231
C -0.934 -0.605 -0.604
O 1.029 1.676 1.466
C 2.368 1.274 1.376
H 1.222 1.575 -3.087
H 0.620 3.273 -2.778
H -0.345 1.967 -2.458
H -1.713 0.085 -0.927
H -1.261 -1.316 0.154
H -0.554 -1.244 -1.401
H 2.706 1.392 0.347
H 2.543 0.255 1.722
H 3.087 1.901 1.902
C 6.941 5.793 3.133
O 6.058 5.401 2.093
P 5.524 3.838 2.063
O 4.774 3.484 0.845
O 6.757 2.894 2.408
C 6.785 1.516 2.201
O 4.613 3.739 3.411
C 3.630 4.660 3.686
H 7.931 6.098 2.795
H 7.022 5.084 3.957
H 6.461 6.639 3.624
H 6.013 1.184 1.507
H 6.632 1.039 3.169
H 7.739 1.187 1.789
H 3.949 5.697 3.583
H 3.356 4.569 4.738
H 2.712 4.429 3.146
C 2.118 3.331 8.244
O 1.559 3.907 7.144
P 0.373 3.123 6.336
O -0.864 2.978 7.132
O 1.013 1.672 5.967
C 2.333 1.469 5.373
O 0.225 3.871 4.884
C -0.906 3.450 4.032
H 1.420 2.579 8.611
H 2.347 4.049 9.032
H 2.969 2.789 7.831
H 2.518 2.382 4.807
H 2.343 0.608 4.705
H 3.174 1.284 6.041
H -1.314 2.464 4.254
H -0.562 3.271 3.014
H -1.611 4.276 3.940
C -4.590 0.533 -5.841
O -4.023 1.763 -5.362
P -3.104 1.794 -3.999
O -2.537 0.461 -3.562
O -4.130 2.543 -3.019
C -3.648 2.764 -1.722
O -2.005 2.972 -4.118
C -1.176 2.991 -5.251
H -5.668 0.610 -5.982
H -4.528 -0.261 -5.097
H -4.081 0.067 -6.684
H -4.520 2.747 -1.069
H -3.275 3.788 -1.752
H -2.816 2.079 -1.559
H -1.754 3.429 -6.064
H -0.761 2.036 -5.571
H -0.352 3.655 -4.988
*
```

## Properties
E_LUMO	0.301	eV
energy above the lowest of the compared OMol25 structures with the same formula, charge and spin	73.0	kcal per mole
total energy	-8383.066953	Ha
SMILES	COP(=O)(OC)OC.COP(=O)(OC)OC.COP(=O)(OC)OC.COP(=O)(OC)OC.COP(=O)(OC)OC.COP(=O)(OC)OC.COP(=O)(OC)OC.COP(=O)(OC)OC.COP(=O)(OC)OC.COP(=O)(OC)OC.COP(=O)(OC)OC
Kohn-Sham gap	10.54	eV

---

(2)
The following is a DFT calculation (ωB97M-V with the def2-TZVPD basis set) of a 6-piece molecular cluster, C39H78BrCl2N2O14PS5 overall at a distorted geometry.

The geometry in ORCA input format:
```
! wB97M-V def2-TZVPD RIJCOSX def2/J DEFGRID3
* xyz 0 1
C 3.259 2.249 0.958
C 2.640 1.401 2.082
C 3.169 -0.047 1.906
N 2.422 -1.006 2.679
C 3.105 -2.196 3.149
C 4.534 -2.040 3.642
C 4.805 -0.841 4.551
Br 5.786 -2.163 2.114
C 1.066 -1.315 2.274
P -0.281 -0.441 3.281
O 0.647 0.329 4.429
Cl -1.164 1.155 2.258
C 0.801 -1.499 0.725
Cl 0.665 0.014 -0.186
N 1.847 -2.370 0.244
C 2.461 -2.109 -1.044
C 1.580 -2.411 -2.272
O -0.418 -2.311 0.705
C -1.470 -1.863 -0.121
C -2.562 -2.944 -0.123
C -3.207 -3.285 1.233
C -3.413 -2.138 2.239
C -4.900 -1.731 2.460
C -5.016 -0.202 2.300
C -6.385 0.350 2.707
O -7.203 0.458 1.489
C -7.153 1.749 1.041
C -6.044 2.288 0.148
O -8.010 2.475 1.355
H 4.337 2.141 1.067
H 2.960 3.292 1.003
H 3.003 1.805 -0.007
H 3.085 1.775 3.002
H 1.556 1.455 2.110
H 3.192 -0.212 0.823
H 4.215 0.046 2.175
H 2.548 -2.579 4.016
H 3.097 -3.033 2.440
H 4.748 -2.924 4.230
H 4.642 -1.094 5.598
H 5.862 -0.595 4.468
H 4.238 0.047 4.290
H 0.920 -2.345 2.603
H 0.455 1.278 4.358
H 1.639 -3.343 0.410
H 2.942 -1.141 -1.136
H 3.285 -2.821 -1.141
H 2.183 -2.253 -3.157
H 0.741 -1.731 -2.361
H 1.303 -3.465 -2.218
H -1.202 -1.776 -1.174
H -1.941 -0.923 0.177
H -3.333 -2.721 -0.860
H -2.040 -3.844 -0.457
H -4.194 -3.698 1.015
H -2.688 -4.089 1.749
H -2.884 -1.216 2.021
H -3.053 -2.471 3.209
H -5.216 -1.988 3.471
H -5.572 -2.217 1.751
H -4.232 0.245 2.911
H -4.836 0.011 1.249
H -6.875 -0.297 3.426
H -6.300 1.364 3.095
H -5.624 1.560 -0.544
H -5.228 2.614 0.797
H -6.402 3.156 -0.394
O 6.683 2.482 5.354
S 5.503 3.232 5.010
O 4.922 3.165 3.693
C 4.237 2.891 6.227
C 4.471 3.932 7.317
C 4.749 5.250 6.582
C 5.758 4.950 5.467
H 4.334 1.865 6.578
H 3.269 3.032 5.746
H 3.612 4.013 7.982
H 5.339 3.653 7.918
H 3.821 5.627 6.148
H 5.129 6.016 7.258
H 5.599 5.577 4.593
H 6.785 5.053 5.814
O 5.117 -6.596 1.450
S 5.652 -6.098 0.207
O 4.802 -5.526 -0.806
C 6.984 -4.965 0.573
C 8.224 -5.850 0.649
C 8.111 -6.831 -0.526
C 6.678 -7.378 -0.529
H 6.770 -4.438 1.499
H 7.055 -4.258 -0.254
H 9.139 -5.260 0.598
H 8.231 -6.403 1.591
H 8.306 -6.302 -1.461
H 8.839 -7.638 -0.450
H 6.322 -7.583 -1.536
H 6.588 -8.272 0.085
O 0.752 0.094 -3.872
S 2.105 0.548 -4.090
O 3.248 -0.220 -3.665
C 2.289 0.952 -5.821
C 1.867 2.415 -5.909
C 2.509 3.108 -4.700
C 2.252 2.223 -3.475
H 1.670 0.287 -6.421
H 3.339 0.823 -6.081
H 2.183 2.866 -6.849
H 0.780 2.492 -5.846
H 3.585 3.204 -4.867
H 2.110 4.110 -4.550
H 3.068 2.268 -2.757
H 1.314 2.482 -2.989
O -8.285 1.446 -5.162
S -8.692 0.305 -4.379
O -8.286 -1.032 -4.726
C -8.288 0.619 -2.666
C -9.516 1.327 -2.109
C -10.725 0.568 -2.670
C -10.476 0.355 -4.170
H -7.383 1.220 -2.608
H -8.132 -0.343 -2.178
H -9.512 1.334 -1.020
H -9.541 2.364 -2.452
H -10.812 -0.399 -2.171
H -11.655 1.109 -2.499
H -10.901 -0.580 -4.526
H -10.858 1.185 -4.762
O -1.028 4.767 -5.556
S -1.461 3.778 -4.599
O -0.643 3.407 -3.472
C -3.092 4.220 -4.016
C -4.042 3.547 -5.004
C -3.468 2.144 -5.243
C -1.961 2.299 -5.486
H -3.190 5.303 -3.989
H -3.207 3.807 -3.013
H -5.059 3.507 -4.617
H -4.060 4.104 -5.943
H -3.636 1.527 -4.358
H -3.952 1.649 -6.083
H -1.397 1.448 -5.105
H -1.738 2.451 -6.541
*
```

## Properties
E_LUMO	0.262	eV
total energy	-8522.302460	Ha
SMILES	CCCN(C[C@H](C)Br)[C@@H](P(O)Cl)[C@@](Cl)(NCC)OCCCCCCCOC(C)=O.O=S1(=O)CCCC1.O=S1(=O)CCCC1.O=S1(=O)CCCC1.O=S1(=O)CCCC1.O=S1(=O)CCCC1
Kohn-Sham gap	7.93	eV

---

(3)
The following is a DFT calculation (ωB97M-V with the def2-TZVPD basis set) of C9H21CoINO2P2 as an isolated structure at a distorted geometry.

The geometry in ORCA input format:
```
! wB97M-V def2-TZVPD RIJCOSX def2/J DEFGRID3
* xyz 2 5
C -0.203 -0.021 -5.441
I -0.738 0.113 -3.354
H 0.878 0.082 -5.501
H -0.713 0.789 -5.955
H -0.535 -0.995 -5.794
Co 0.000 0.000 0.495
P 0.129 2.310 0.350
C -1.422 3.231 0.030
C 0.794 3.105 1.860
H 0.916 4.185 1.717
H 1.352 3.995 -0.942
H 1.758 2.645 2.088
H 2.232 2.437 -0.812
H -2.140 3.019 0.827
H 0.112 2.920 2.694
C 1.256 2.904 -0.967
H -1.237 4.309 -0.016
H 0.869 2.591 -1.940
H -1.855 2.896 -0.917
P 0.159 -2.304 0.691
C -1.379 -3.283 0.510
C 1.298 -3.070 -0.522
H 1.789 -2.359 2.461
H 0.965 -3.947 2.321
H 0.144 -2.562 3.100
C 0.830 -2.860 2.302
H 2.266 -2.571 -0.439
H 1.410 -4.144 -0.336
H -1.179 -4.354 0.620
H -1.814 -3.095 -0.476
H 0.908 -2.911 -1.531
H -2.101 -2.968 1.268
C -1.797 -0.033 0.205
O -2.952 -0.054 0.017
O 0.000 0.000 5.082
C 0.000 0.000 3.811
N 0.000 0.000 2.495
*
```

## Properties
E_LUMO (alpha / beta)	-7.480 / -11.406	eV
total energy	-2923.246794	Ha
Kohn-Sham gap (alpha / beta)	7.87 / 3.94	eV

---

(4)
The following is a DFT calculation (ωB97M-V with the def2-TZVPD basis set) of a 2-piece molecular cluster, CHBrF2O3S overall at a distorted geometry.

The geometry in ORCA input format:
```
! wB97M-V def2-TZVPD RIJCOSX def2/J DEFGRID3
* xyz 0 1
C -0.940 -0.487 0.606
O -0.908 0.975 -1.860
O 0.368 2.129 -0.059
O 1.740 -0.632 -1.018
F 0.011 -0.707 1.529
F -1.932 0.077 1.304
S -0.141 0.942 -0.679
Br 2.839 -0.927 0.253
H -1.039 -1.369 -0.074
*
```

## Properties
E_LUMO (alpha / beta)	-1.992 / -2.331	eV
energy above the lowest of the compared OMol25 structures with the same formula, charge and spin	0.0	kcal per mole
total energy	-3436.167830	Ha
Kohn-Sham gap (alpha / beta)	7.93 / 6.76	eV